#w
DFT (ωB97M-V with the def2-TZVPD basis set) results for a 8-piece molecular cluster, C21H36NO24S2 overall.

XYZ file:
```
84
C21H36NO24S2 ωB97M-V with the def2-TZVPD basis set
N 0.8534 0.0903 0.2351
O 1.8845 0.4055 0.5959
O 0.4788 0.5050 -0.8003
O 0.2468 -0.8915 0.7567
O -0.2821 3.3115 6.3874
S -0.9504 2.0826 6.4416
O -2.2081 1.8011 6.9432
O -0.8995 1.4519 4.9464
C -1.6394 2.2504 3.9371
C -1.2430 1.7729 2.5434
C 0.0547 0.9440 7.3358
H -1.2817 3.1916 4.1903
H -2.6544 2.3417 4.2644
H -1.8102 0.7661 2.2120
H -0.2435 1.6237 2.3959
H -1.4978 2.4202 1.8572
H 0.5069 1.4558 8.2209
H 1.0340 0.8536 6.8184
H -0.5819 0.3052 7.6455
O 4.2090 1.3241 -4.3695
S 3.3857 2.2943 -3.7083
O 3.4078 3.6884 -3.8261
O 1.8320 1.8946 -4.0888
C 0.9060 2.8881 -4.1387
C -0.2707 2.3139 -4.8835
C 3.6882 1.7270 -1.9885
H 1.2624 3.7710 -4.7520
H 0.8343 3.4730 -3.2587
H -1.1855 2.8895 -4.7420
H -0.7275 1.4769 -4.3555
H -0.1451 2.0515 -5.9104
H 2.9253 2.2253 -1.4215
H 4.6610 1.8929 -1.7232
H 3.3897 0.7693 -2.1581
C -1.3984 -1.5835 3.8944
C -1.7469 -3.0673 3.7223
O -1.2629 -3.6640 4.9211
C -0.9006 -2.6803 5.6944
O -0.6334 -2.8283 6.9503
O -1.0858 -1.4951 5.2172
H -2.3402 -1.0199 3.7269
H -0.5766 -1.3060 3.2821
H -1.2103 -3.6658 2.8610
H -2.8620 -3.3020 3.6467
C 0.0776 -5.3701 -0.3849
C 0.7545 -4.3314 -1.3041
O 2.1001 -4.8882 -1.1508
C 2.2193 -5.7622 -0.1808
O 3.3208 -6.2737 0.1836
O 1.0759 -5.9979 0.4142
H -0.3134 -6.1163 -1.0186
H -0.6332 -5.0223 0.2454
H 0.7623 -3.3559 -0.6523
H 0.3561 -4.1651 -2.2627
C 0.6773 3.8725 0.5191
C -0.5939 4.1170 -0.3090
O -0.1742 5.0910 -1.3397
C 1.0885 5.3492 -1.2017
O 1.7800 6.1419 -1.8775
O 1.6010 4.7510 -0.1858
H 0.9930 2.8213 0.1061
H 0.3204 4.0151 1.6265
H -1.4297 4.4313 0.2188
H -0.9432 3.3833 -0.9611
C -2.4000 -1.6107 -1.2731
C -3.0106 -0.2496 -0.7956
O -4.4241 -0.4109 -0.8692
C -4.7104 -1.5851 -1.4706
O -5.7549 -1.9547 -1.7537
O -3.5623 -2.2091 -1.7739
H -1.9092 -1.9702 -0.3011
H -1.5129 -1.4924 -2.0464
H -2.7431 0.5244 -1.2989
H -2.5705 0.0007 0.3011
C 2.3601 -1.3458 -4.6586
C 1.2333 -1.5364 -3.5166
O 0.3638 -2.4598 -4.0012
C 0.7935 -2.8960 -5.3320
O 0.2584 -3.6966 -6.0793
O 1.8542 -2.1315 -5.7347
H 3.4080 -1.7312 -4.3537
H 2.6249 -0.3678 -5.0108
H 0.9108 -0.5538 -3.3715
H 1.8289 -1.7631 -2.6634
```

Properties
Multiplicity: 1
Total charge: -1
Kohn-Sham gap: 8.533 eV
HOMO energy: -6.714 eV

#x
DFT (ωB97M-V with the def2-TZVPD basis set) results for C21H36NO24S2 as an isolated structure.

XYZ file:
```
84
C21H36NO24S2 ωB97M-V with the def2-TZVPD basis set
N 0.7589 -0.3859 -0.1430
O -0.4551 -0.9099 0.0560
O 1.2119 -0.7439 -1.3200
O 1.3909 -0.2679 0.8720
O -4.4271 -3.6739 -1.7640
S -3.2751 -3.8709 -1.0190
O -3.2761 -3.4409 0.3140
O -3.1141 -5.5399 -0.9100
C -2.2501 -6.0309 0.0910
C -2.1801 -7.6009 -0.0800
C -1.8871 -3.2099 -1.8150
H -2.5351 -5.8639 1.1100
H -1.2461 -5.5809 -0.2170
H -2.3341 -8.0819 0.9740
H -1.2351 -8.0939 -0.5420
H -3.1591 -7.7649 -0.2600
H -1.0601 -3.3549 -1.5670
H -2.0371 -2.2029 -1.7480
H -1.9031 -3.1559 -2.7470
O -4.0521 4.9191 -0.9500
S -4.9131 3.8421 -1.0430
O -5.9391 3.9201 -2.0290
O -3.8911 2.4191 -1.0810
C -3.4991 2.0551 -2.3610
C -2.4431 0.9921 -2.2180
C -5.6551 3.8081 0.5030
H -2.7711 3.0331 -2.7720
H -4.4021 1.6661 -2.8760
H -1.9591 0.7331 -3.1790
H -2.8531 0.1031 -1.9390
H -1.7541 1.2821 -1.3570
H -6.3601 3.1261 0.6230
H -6.2891 4.6541 0.6920
H -4.9351 3.5781 1.2640
C 2.2969 -3.4319 0.5390
C 1.5349 -3.3809 1.9960
O 1.0139 -4.7049 1.9740
C 1.6339 -5.4219 1.2970
O 1.4959 -6.6769 1.1340
O 2.5349 -4.7809 0.4430
H 3.4239 -2.9619 0.4220
H 1.5869 -3.1419 -0.4190
H 0.8699 -2.6279 2.2990
H 2.3469 -3.3269 2.6690
C 2.6629 3.6941 -1.4090
C 1.4779 2.6781 -1.8120
O 0.5469 3.3881 -2.3920
C 0.9169 4.6821 -2.4250
O 0.2649 5.5791 -2.8870
O 2.0899 4.9001 -1.8580
H 3.3929 3.3671 -1.8280
H 2.7799 3.6501 -0.3300
H 1.0279 2.2731 -0.8880
H 1.7999 1.8501 -2.4690
C -2.4811 1.6101 2.4270
C -1.5861 2.3311 1.3430
O -1.1311 3.4501 2.0730
C -1.4911 3.4781 3.3550
O -1.1581 4.2171 4.1980
O -2.2771 2.4021 3.4890
H -1.9901 0.7451 2.4630
H -3.3601 1.3591 2.4960
H -2.2351 2.7661 0.5610
H -0.8381 1.6931 0.8300
C 2.3079 2.8501 3.9050
C 2.4819 2.0401 2.5280
O 3.3359 2.8391 1.7720
C 3.4379 4.1581 2.3180
O 4.0279 5.1451 1.7830
O 2.7449 4.1971 3.4570
H 2.7499 2.5571 4.7260
H 1.1329 2.9551 3.9720
H 1.6099 2.0441 2.0130
H 2.7349 1.1401 2.8520
C 4.6839 0.0151 -1.7020
C 4.4259 -1.4649 -2.2870
O 5.5389 -2.3079 -1.8310
C 6.2749 -1.5159 -1.1250
O 7.3479 -1.9579 -0.5660
O 6.0229 -0.2329 -1.0640
H 3.9199 0.4051 -0.6670
H 4.7099 0.6951 -2.6690
H 4.5429 -1.5839 -3.3520
H 3.5499 -1.9949 -1.9150
```

Properties
Multiplicity: 1
Total charge: -1
Kohn-Sham gap: 8.802 eV
HOMO energy: -6.883 eV

The calculated energies rank the structures as follows, beginning with the most stable: #w, #x.

#w
DFT (ωB97M-V with the def2-TZVPD basis set) results for one molecule with the formula C7H13NOS.

XYZ file:
```
23
C7H13NOS ωB97M-V with the def2-TZVPD basis set
O -3.6121 0.1272 -3.4555
C -2.5064 0.2643 -2.6695
C -1.4986 -0.8835 -2.9133
C -0.1330 -0.6923 -2.1554
C -0.2974 -0.8117 -0.6306
C -0.5290 0.5455 0.0700
C -0.2309 0.4136 1.5507
N 1.1746 0.6939 1.8424
C 2.0661 0.3484 2.5699
S 3.3645 0.0697 3.4761
H -4.2790 0.7786 -3.1611
H -2.7665 0.2405 -1.5959
H -1.9806 1.2826 -2.7842
H -1.3555 -1.0669 -4.0133
H -1.9167 -1.7737 -2.4824
H 0.5920 -1.4780 -2.4967
H 0.2602 0.2812 -2.4940
H -1.0521 -1.5761 -0.2987
H 0.6172 -1.2269 -0.1970
H -1.5198 0.8929 -0.0721
H 0.1998 1.2550 -0.3607
H -0.8193 0.9543 2.2603
H -0.3616 -0.6599 1.8953
```

Properties
Multiplicity: 1
Total charge: 0
Kohn-Sham gap: 9.670 eV
HOMO energy: -9.115 eV

#x
DFT (ωB97M-V with the def2-TZVPD basis set) results for C7H13NOS as an isolated structure.

XYZ file:
```
23
C7H13NOS ωB97M-V with the def2-TZVPD basis set
C -2.2430 1.5303 2.4705
C -0.8443 1.9235 2.4767
C 0.2289 0.8602 2.1304
C 0.3524 0.7377 0.5097
C -0.2254 -0.6741 0.0837
C -0.7705 -0.8514 -1.4432
C 1.5108 -1.4100 -2.5497
H -3.9872 2.1945 3.0683
H -2.5529 1.7436 1.3504
H -2.4443 0.3083 2.4500
H -0.5971 2.3127 3.4637
H -0.8407 2.7917 1.7862
H 1.1703 1.2248 2.7684
H -0.1001 -0.1399 2.5043
H -0.1020 1.5715 -0.1966
H 1.4675 0.8510 0.1041
H -1.1232 -1.0445 1.2269
H 0.7662 -1.6422 0.1279
H -1.7550 -1.4318 -1.6454
H -1.0751 0.2589 -1.6024
N 0.3933 -1.3777 -2.0908
O -3.0788 2.1918 3.4566
S 2.8124 -1.8492 -3.1558
```

Properties
Multiplicity: 1
Total charge: 0
Kohn-Sham gap: 9.668 eV
HOMO energy: -9.050 eV

#y
DFT (ωB97M-V with the def2-TZVPD basis set) results for one molecule with the formula C7H13NOS.

XYZ file:
```
23
C7H13NOS ωB97M-V with the def2-TZVPD basis set
C -0.4857 1.3201 0.2979
C -2.0445 0.2473 0.1477
C -3.2770 0.8710 -0.5255
C -2.2952 -1.1822 0.6785
C 2.2702 -0.6995 1.0241
C 2.8692 0.1755 -0.0496
C 1.7832 0.9059 -0.8485
N -1.5010 1.2069 1.1214
O -0.8520 0.2492 -0.6386
S 0.9040 2.1711 0.1461
H -2.8877 1.8027 -1.0365
H -4.1055 1.0869 0.1306
H -3.5694 0.1322 -1.2873
H -1.3735 -1.5641 1.0634
H -2.8078 -1.8436 -0.1128
H -2.9322 -0.9979 1.5574
H 3.0796 -1.2976 1.5757
H 1.6767 -0.1568 1.7661
H 1.4391 -1.4120 0.8734
H 3.4904 -0.4552 -0.8229
H 3.5916 0.9093 0.3285
H 2.4012 1.2550 -1.7007
H 1.0602 0.2515 -1.1469
```

Properties
Multiplicity: 1
Total charge: 0
Kohn-Sham gap: 9.735 eV
HOMO energy: -9.021 eV

The calculated energies rank the structures as follows, beginning with the most stable: #w, #y, #x.

#w
DFT (ωB97M-V with the def2-TZVPD basis set) results for one molecule with the formula C10H8O4.

XYZ file:
```
22
C10H8O4 ωB97M-V with the def2-TZVPD basis set
C -1.8641 0.8504 1.5360
C -2.2235 0.7764 0.0831
O -2.5147 1.8189 -0.5209
C -1.8321 -0.4436 -0.7945
O -2.2735 -0.2700 -2.1206
C -2.0826 -1.8693 -0.0295
O -3.1663 -2.1871 0.2705
O -0.9614 -2.4252 0.3112
C 0.1076 -1.6523 -0.0926
C 1.4376 -1.9890 0.1936
C 2.3630 -1.0714 -0.3976
C 1.9248 0.0785 -1.1295
C 0.5450 0.4406 -1.2016
C -0.3372 -0.4939 -0.6905
H -0.9353 0.2892 1.6948
H -2.8021 0.3132 2.0691
H -1.8831 1.8769 1.9032
H -2.9125 0.5347 -2.1904
H 1.5064 -2.9315 0.7109
H 3.4937 -1.2007 -0.2896
H 2.7004 0.7925 -1.6417
H 0.0624 1.3288 -1.6319
```

Properties
Multiplicity: 1
Total charge: 0
Kohn-Sham gap: 9.660 eV
HOMO energy: -9.470 eV

#x
DFT (ωB97M-V with the def2-TZVPD basis set) results for one molecule with the formula C10H8O4.

XYZ file:
```
22
C10H8O4 ωB97M-V with the def2-TZVPD basis set
O 2.9895 2.1900 0.5290
C 2.7243 1.0447 0.3386
C 1.4528 0.5869 -0.2850
C 0.5406 1.4146 -0.7525
O -0.6221 1.0152 -1.2349
C -1.2387 -0.2204 -0.7081
C -2.6753 0.1302 -0.7599
C -2.9470 0.6796 0.3910
O -1.9717 0.4519 1.3145
C -0.9722 -0.2625 0.7563
C -0.0318 -0.8119 1.5542
O 0.8350 -1.7461 1.2919
C 1.2770 -1.8496 -0.0276
C 1.4642 -0.8137 -0.7865
H 3.4990 0.2181 0.2605
H 0.6435 2.4713 -0.5073
H -0.8209 -1.2276 -1.1361
H -3.3691 0.2449 -1.6454
H -3.8499 0.8927 0.9551
H -0.1049 -0.5457 2.6342
H 1.4112 -2.8792 -0.2993
H 1.7666 -0.9832 -1.8825
```

Properties
Multiplicity: 1
Total charge: 0
Kohn-Sham gap: 8.446 eV
HOMO energy: -8.148 eV

The calculated energies rank the structures as follows, beginning with the most stable: #w, #x.

#w
DFT (ωB97M-V with the def2-TZVPD basis set) results for a 2-piece molecular cluster, C4H10O3 overall.

XYZ file:
```
17
C4H10O3 ωB97M-V with the def2-TZVPD basis set
C 1.0331 0.3595 0.2174
C 0.4783 -1.0036 0.5883
O -0.9131 -0.8810 0.2243
C -0.9570 -0.7868 -1.1548
O -0.4686 0.4241 -1.6217
C 0.9081 0.5390 -1.2774
H 0.5677 1.2861 0.6050
H 2.1300 0.4637 0.3243
H 0.5962 -1.0803 1.6864
H 0.9624 -1.8900 0.1351
H -0.3436 -1.5642 -1.6496
H -2.0153 -0.9736 -1.4203
H 1.5039 -0.2158 -1.8259
H 1.2902 1.5390 -1.5592
O -1.5301 1.3945 2.6162
H -1.6307 0.4619 2.3188
H -1.6114 1.9275 1.7930
```

Properties
Multiplicity: 1
Total charge: 0
Kohn-Sham gap: 11.129 eV
HOMO energy: -10.237 eV

#x
DFT (ωB97M-V with the def2-TZVPD basis set) results for a 2-piece molecular cluster, C4H10O3 overall.

XYZ file:
```
17
C4H10O3 ωB97M-V with the def2-TZVPD basis set
C -1.2729 0.6647 0.3575
C 0.0849 0.2577 -0.2263
C -0.0887 -0.4625 -1.5650
C 0.9966 -0.0788 -2.5371
O 2.1784 -0.0434 -2.3805
O 0.4138 0.4746 -3.6839
H -1.6015 1.5896 -0.1479
H -1.0905 0.9231 1.4193
H -2.0227 -0.1180 0.3099
H 0.6858 -0.3960 0.4062
H 0.6993 1.1600 -0.4035
H -0.0401 -1.5702 -1.4692
H -1.0044 -0.2426 -2.1448
H 1.0533 0.3379 -4.3984
O 0.1344 -0.5059 5.4256
H 0.2079 -0.9957 6.2490
H 0.6664 -0.9946 4.7889
```

Properties
Multiplicity: 1
Total charge: 0
Kohn-Sham gap: 11.197 eV
HOMO energy: -10.472 eV

The calculated energies rank the structures as follows, beginning with the most stable: #x, #w.